(1)
DFT (ωB97M-V with the def2-TZVPD basis set) results for C18H34Cl14MgO4 as an isolated structure at a distorted geometry.

Structure (XYZ):
```
71
Properties=species:S:1:pos:R:3:lowdin_charge:R:1
Mg -0.10985 0.30417 -0.28563 0.39
C -3.50671 -0.42001 -1.87651 0.04
C -2.21684 -0.16855 -1.14909 -0.76
O -1.52598 0.74443 -1.55013 -0.07
O -1.78731 -0.80605 -0.18063 -0.04
H -4.15282 0.45631 -1.92852 0.09
H -4.01340 -1.23385 -1.35784 0.08
H -3.43748 -0.71946 -2.92228 0.08
C 2.90343 1.36235 1.78468 0.03
C 1.59934 1.25721 1.08364 -0.70
O 1.32976 1.64231 -0.08569 -0.11
O 0.67135 0.56342 1.44873 -0.06
H 2.69597 1.73875 2.78637 0.09
H 3.69597 1.92834 1.29516 0.08
H 3.23217 0.36934 2.09119 0.09
Cl 2.19205 -2.34940 5.26279 0.52
C 0.66704 -1.52219 4.79367 -0.65
C 0.74555 -0.02427 5.00891 -0.68
Cl 1.44757 0.60565 6.50854 0.54
H -0.18862 -1.97165 5.29759 0.06
H 0.37853 -1.77249 3.77277 0.00
H -0.24614 0.41428 4.89782 0.05
H 1.36015 0.39199 4.21073 0.04
Cl 4.71654 2.55866 -2.89726 0.53
C 4.21956 1.40043 -1.60805 -0.67
C 5.37929 0.66244 -1.00602 -0.64
Cl 4.84575 -0.82835 -0.20569 0.60
H 3.46136 0.79141 -2.10031 0.02
H 3.75605 2.00461 -0.82816 0.04
H 5.92615 1.23347 -0.25570 0.08
H 6.12974 0.36005 -1.73641 0.06
Cl -1.41457 3.47103 4.23224 0.54
C -2.96100 3.12163 3.43048 -0.63
C -2.98812 3.49513 1.93481 -0.61
Cl -1.84325 2.64880 0.86176 0.69
H -3.66467 3.59025 4.11849 0.07
H -3.02296 2.04098 3.55879 0.03
H -2.93265 4.57765 1.81995 0.07
H -3.96772 3.27786 1.50903 0.07
Cl -0.16135 -3.05268 -4.02785 0.55
C -0.55367 -1.43370 -4.70087 -0.61
C 0.66907 -0.69867 -5.26868 -0.64
Cl 1.46094 -1.52436 -6.69596 0.50
H -0.96725 -0.82380 -3.89770 0.05
H -1.25221 -1.56819 -5.52673 0.07
H 1.43798 -0.55808 -4.50902 0.03
H 0.44146 0.26384 -5.72681 0.04
Cl 1.22357 -1.32523 -1.24119 0.80
C 1.81206 -2.90860 -0.98022 -0.69
C 1.07609 -3.82158 -0.10171 -0.58
Cl 0.81809 -2.92776 1.42591 0.63
H 2.86471 -2.87405 -0.69943 0.06
H 1.86082 -3.36605 -1.96838 0.06
H 1.54653 -4.78191 0.10933 0.09
H 0.14564 -4.06728 -0.61357 0.08
Cl -2.95865 -1.06105 3.20638 0.61
C -3.45697 -2.43909 2.29677 -0.71
C -3.59290 -3.74435 3.09381 -0.59
Cl -1.98403 -4.34389 3.69629 0.50
H -2.70427 -2.54745 1.51586 0.04
H -4.39220 -2.20750 1.78706 0.07
H -3.94575 -4.56764 2.47270 0.07
H -4.18951 -3.65880 4.00202 0.06
Cl -0.90657 3.29031 -5.51471 0.54
C -1.02245 3.07941 -3.74381 -0.67
C 0.25060 3.26964 -2.95883 -0.65
Cl 1.36101 2.02726 -3.39721 0.67
H -1.43080 2.07307 -3.65090 0.04
H -1.75735 3.72103 -3.25766 0.08
H 0.15976 3.15518 -1.87867 0.05
H 0.77437 4.22531 -2.98046 0.09
```

The calculation puts the relative energy (zero: lowest compared OMol25 entry of this formula, charge and spin) at 0.0 kcal/mol. The calculation puts the HOMO energy at -0.3591 hartree. As for the total charge: 0. The HOMO-LUMO gap comes out at 9.98 eV. The calculation puts the LUMO energy at 0.0076 hartree.

***

(2)
DFT (ωB97M-V with the def2-TZVPD basis set) results for one molecule with the formula C4H3Cl2N at a distorted geometry.

Structure (XYZ):
```
10
Properties=species:S:1:pos:R:3:lowdin_charge:R:1
C 0.13386 0.78066 -1.37648 -0.08
C -0.21387 0.47116 0.09244 -0.75
Cl -0.39285 1.68552 1.26236 0.77
C -0.09478 -0.74208 0.57389 -0.58
Cl 0.05809 -2.25201 -0.63450 0.54
C -0.13055 -1.14962 1.85421 -0.35
N 0.07011 -1.54535 2.90920 0.20
H -0.15195 1.88638 -1.53685 0.10
H -0.51667 0.15608 -1.90834 0.04
H 1.23860 0.70927 -1.23594 0.11
```

The calculation puts the relative energy (zero: lowest compared OMol25 entry of this formula, charge and spin) at 42.7 kcal/mol. The calculation puts the HOMO energy at -0.3695 hartree. As for the total charge: 0. The HOMO-LUMO gap comes out at 9.86 eV. The calculation puts the LUMO energy at -0.0073 hartree.

***

(3)
DFT (ωB97M-V with the def2-TZVPD basis set) results for one molecule with the formula C2H5N3S at a distorted geometry.

Structure (XYZ):
```
11
Properties=species:S:1:pos:R:3:lowdin_charge:R:1
C 0.93874 0.88672 0.35845 -0.25
N -0.09822 0.52980 -0.47524 -0.51
C -0.14500 -0.90427 -0.58290 -0.26
N -1.32284 -1.37403 0.21575 -0.06
N -2.16147 -0.50558 0.46600 -0.36
S -1.67822 1.03066 0.08223 0.91
H 0.95491 0.24885 1.32893 0.11
H 1.96347 0.53182 -0.19503 0.13
H 1.06491 1.97467 0.54269 0.08
H 0.78704 -1.24801 -0.13740 0.10
H -0.30333 -1.17062 -1.60350 0.11
```

The calculation puts the relative energy (zero: lowest compared OMol25 entry of this formula, charge and spin) at 73.9 kcal/mol. The calculation puts the HOMO energy at -0.3265 hartree. As for the total charge: 0. The HOMO-LUMO gap comes out at 9.57 eV. The calculation puts the LUMO energy at 0.0253 hartree.

***

The lowest HOMO-LUMO gap belongs to which entry?
C2H5N3S